47
Properties=species:S:1:pos:R:3:forces:R:3 method="wB97M-V/def2-TZVPD" e_tot_ha=-10647.14017 spin_multiplicity=1 charge=-3 orbital_gap_ev=4.544 homo_energy_ha=0.026 lumo_ev=5.26
Cu 0.24355 1.76397 0.26474 1.6 1.3 1.1
As 0.26277 3.22791 3.96601 2.4 -0.4 -2.1
F -1.07235 4.28976 3.44563 0.3 -0.8 0.5
F 0.45753 4.18525 5.40721 -0.2 -0.3 0.2
F 1.65762 2.16821 4.35915 -1.7 1.4 0.2
F 0.05148 2.23503 2.48355 -0.3 0.6 0.4
F 1.38177 4.34841 3.08958 -1.4 -1.3 1.4
F -0.84548 2.08093 4.74262 0.4 1.1 -0.1
As 1.08000 -1.55804 2.59332 1.9 2.5 2.9
F 1.27683 -2.69581 3.94649 0.0 0.0 -0.7
F 0.03741 -2.71996 1.75201 0.2 0.8 0.3
F 0.77853 -0.26273 1.43143 -0.2 -1.0 -1.0
F 2.09044 -0.29618 3.42004 -0.5 -2.5 -0.8
F 2.49723 -2.27956 1.83174 -1.2 0.5 0.0
F -0.17534 -0.80986 3.55730 -0.9 -1.0 -0.7
As 4.21746 1.53727 0.83624 0.0 -0.8 1.2
F 5.81379 1.57186 1.64960 -0.6 0.3 -0.5
F 5.14332 1.59998 -0.72989 -1.1 0.2 1.1
F 2.65571 1.40287 -0.00620 0.7 -0.2 -0.2
F 3.44469 1.44322 2.38961 0.6 -0.2 -0.9
F 3.96587 3.25689 0.97386 1.1 -0.7 -0.9
F 4.35111 -0.26589 0.80390 0.0 1.5 -0.4
O -0.10952 5.02179 -0.84976 -3.5 -0.8 -3.1
C 0.90242 4.92565 -0.06996 5.2 0.4 5.4
O 1.50460 5.89461 0.38489 -0.4 5.4 -1.6
O 1.37497 3.91328 0.46269 -2.8 -6.1 -2.1
H -0.19155 5.93063 -1.14789 0.3 0.2 0.4
C -1.77395 -0.64180 -0.68710 -1.2 -0.6 1.1
C -2.28569 -2.12143 -0.56137 0.9 0.7 0.1
C -2.68394 -2.72581 -1.88715 0.0 -1.1 0.3
C -1.49304 -3.05360 -2.80378 -0.6 1.4 -1.1
C -1.75709 -2.80099 -4.33407 -0.3 -1.2 1.4
C -2.68698 -3.82225 -4.97683 -0.2 0.3 -0.4
H -1.72774 -0.26540 0.33481 0.3 0.2 0.1
H -2.59297 -0.08343 -1.14044 0.0 0.2 -0.3
H -0.84456 -0.36537 -1.18502 0.1 -0.7 -0.1
H -1.62092 -2.80596 -0.03449 0.8 0.3 -0.3
H -3.09600 -2.17258 0.16587 -0.6 0.6 -0.3
H -3.46201 -2.14269 -2.37976 0.1 0.4 -0.3
H -3.19201 -3.64732 -1.60294 -0.1 -0.4 -0.3
H -0.72215 -2.29071 -2.69508 0.3 -0.2 0.9
H -1.06986 -4.03839 -2.60575 0.0 0.0 0.0
H -2.18400 -1.79898 -4.37670 0.4 0.1 -0.4
H -0.74394 -2.89528 -4.72489 -0.2 0.5 -0.7
H -2.19486 -4.79482 -4.98141 -0.3 -0.2 0.1
H -3.67303 -3.84745 -4.51296 0.2 -0.3 0.7
H -2.99028 -3.59536 -5.99890 0.6 0.2 -0.4